1.
{
  "formula": "C35H28BrFIN4NiO5S",
  "method": "ωB97M-V/def2-TZVPD",
  "symbols": ["Ni", "F", "C", "C", "C", "C", "O", "C", "C", "N", "C", "C", "C", "C", "C", "C", "N", "C", "C", "N", "C", "C", "C", "O", "O", "H", "H", "H", "H", "H", "H", "H", "H", "H", "H", "H", "H", "H", "H", "H", "H", "H", "H", "I", "C", "C", "C", "C", "C", "C", "C", "C", "C", "C", "H", "H", "H", "H", "H", "H", "S", "C", "N", "Br", "C", "C", "C", "C", "C", "C", "C", "O", "O", "H", "H", "H", "H"],
  "coordinates": [[-1.8829, 2.8408, -0.2642], [1.5447, -2.7141, -1.6971], [1.4710, -2.0624, -0.5169], [0.4774, -1.1483, -0.3182], [0.3772, -0.5113, 0.9178], [-0.6016, 0.5747, 1.0622], [-1.3314, 0.8494, 0.0922], [-0.6213, 1.2362, 2.3297], [0.2400, 0.8260, 3.2929], [1.1796, -0.1353, 3.1450], [2.0822, -0.4492, 4.2202], [3.5145, -0.0062, 4.1157], [2.5893, 0.6504, 5.0976], [1.2706, -0.8234, 1.9454], [2.2903, -1.7505, 1.7078], [2.4157, -2.3542, 0.4732], [3.5261, -3.2207, 0.2572], [3.3759, -4.5897, 0.7185], [4.7492, -5.2055, 0.9175], [5.5186, -5.1166, -0.3600], [5.6216, -3.7005, -0.8387], [4.2205, -3.1452, -1.0183], [-1.4958, 2.4402, 2.6591], [-1.6934, 2.6735, 3.8473], [-1.9603, 3.1036, 1.6769], [-0.2250, -0.8922, -1.1006], [0.1978, 1.3175, 4.2546], [1.8973, -1.4108, 4.6863], [3.7755, 0.5646, 3.2337], [4.2793, -0.6773, 4.4827], [2.2790, 1.6608, 4.8739], [2.6970, 0.4318, 6.1502], [3.0452, -1.9475, 2.4537], [2.7981, -5.2010, 0.0074], [2.8402, -4.5986, 1.6692], [4.7126, -6.2592, 1.1979], [5.3133, -4.6406, 1.6564], [5.0199, -5.6781, -1.0894], [6.4811, -5.5660, -0.2590], [6.1927, -3.7192, -1.7675], [6.1651, -3.1486, -0.0758], [3.7123, -3.7040, -1.8131], [4.2810, -2.1035, -1.3376], [-3.5573, 0.0798, -1.9373], [-2.3150, 0.8869, -3.4160], [-2.1576, 0.1148, -4.5316], [-1.5607, 0.6452, -5.6945], [-1.2149, 1.9597, -5.7224], [-1.3663, 2.7848, -4.5794], [-1.0461, 4.1584, -4.6678], [-1.1770, 4.9646, -3.5765], [-1.5429, 4.4032, -2.3437], [-1.8197, 3.0724, -2.2020], [-1.8447, 2.2373, -3.3494], [-2.5379, -0.8970, -4.5384], [-1.4358, 0.0178, -6.5674], [-0.8169, 2.4104, -6.6236], [-0.7102, 4.5510, -5.6197], [-0.9612, 6.0229, -3.6374], [-1.5547, 5.0520, -1.4726], [2.7564, 2.4731, 0.3810], [1.2042, 2.8931, 0.0330], [0.1229, 3.2325, -0.2485], [-7.5749, 1.7617, -1.5553], [-6.5030, 1.1932, -0.0908], [-6.8395, -0.0331, 0.4682], [-6.0906, -0.5464, 1.5148], [-4.9988, 0.1672, 1.9911], [-4.6615, 1.3726, 1.4024], [-5.4010, 1.9131, 0.3505], [-4.9632, 3.2548, -0.2250], [-5.8065, 4.1096, -0.4204], [-3.7015, 3.4094, -0.4006], [-7.6859, -0.5788, 0.0747], [-6.3610, -1.5004, 1.9499], [-4.4067, -0.2141, 2.8133], [-3.8105, 1.9387, 1.7557]],
  "charge": -1,
  "spin_multiplicity": 1,
  "homo_energy_ev": [-3.5, -3.5],
  "lumo_energy_ev": [-0.7, -0.7]
}


2.
{
  "formula": "C35H28CuF5N2O3P2S",
  "method": "ωB97M-V/def2-TZVPD",
  "symbols": ["Cu", "O", "P", "C", "P", "O", "C", "C", "C", "C", "C", "C", "C", "C", "C", "C", "C", "C", "C", "C", "C", "C", "C", "C", "C", "C", "C", "C", "C", "C", "H", "H", "H", "H", "H", "H", "H", "H", "H", "H", "H", "H", "H", "H", "H", "H", "H", "H", "H", "H", "H", "H", "C", "N", "C", "C", "N", "C", "S", "H", "H", "H", "H", "H", "H", "F", "C", "C", "F", "C", "F", "C", "O", "C", "F", "C", "F"],
  "coordinates": [[-1.5636, -0.7314, -1.0127], [0.7456, -0.6124, -0.7969], [1.4001, 0.1269, 0.3127], [0.1553, 0.9530, 1.3634], [-0.9809, 1.9907, 0.3740], [-1.4413, 1.3261, -0.8884], [-0.1112, 3.5256, 0.0329], [-0.1718, 4.0124, -1.2704], [0.4794, 5.1945, -1.5973], [1.1886, 5.8869, -0.6256], [1.2463, 5.4056, 0.6774], [0.5945, 4.2281, 1.0092], [-2.3261, 2.3543, 1.5130], [-2.5962, 3.6324, 1.9941], [-3.6638, 3.8307, 2.8612], [-4.4583, 2.7590, 3.2414], [-4.1968, 1.4831, 2.7551], [-3.1317, 1.2771, 1.8933], [2.3229, -0.9834, 1.3864], [2.0509, -1.1764, 2.7375], [2.6813, -2.2026, 3.4308], [3.5664, -3.0442, 2.7743], [3.8489, -2.8507, 1.4262], [3.2362, -1.8190, 0.7356], [2.5568, 1.3647, -0.2869], [3.5058, 1.9552, 0.5471], [4.4417, 2.8281, 0.0150], [4.4346, 3.1036, -1.3477], [3.4874, 2.5198, -2.1784], [2.5480, 1.6433, -1.6505], [0.6125, 1.5478, 2.1571], [-0.4506, 0.1541, 1.7961], [-0.7224, 3.4481, -2.0141], [0.4375, 5.5718, -2.6120], [1.7013, 6.8067, -0.8823], [1.8024, 5.9480, 1.4328], [0.6362, 3.8602, 2.0295], [-1.9807, 4.4694, 1.6884], [-3.8767, 4.8250, 3.2345], [-5.2908, 2.9194, 3.9167], [-4.8262, 0.6492, 3.0407], [-2.9425, 0.2862, 1.4902], [1.3423, -0.5404, 3.2553], [2.4656, -2.3513, 4.4821], [4.0293, -3.8629, 3.3104], [4.5345, -3.5119, 0.9105], [3.4369, -1.6714, -0.3216], [3.5148, 1.7244, 1.6081], [5.1867, 3.2827, 0.6574], [5.1856, 3.7648, -1.7646], [3.4880, 2.7364, -3.2395], [1.8063, 1.1609, -2.2791], [-4.2971, -3.9112, -0.2978], [-4.1203, -3.4436, -1.6620], [-3.9054, -4.2386, -2.7782], [-3.6784, -3.4191, -3.8184], [-3.7642, -2.1293, -3.3182], [-4.0125, -2.1383, -1.9873], [-4.1550, -0.8009, -0.9678], [-4.4134, -4.9922, -0.3142], [-5.1797, -3.4468, 0.1370], [-3.4193, -3.6373, 0.2845], [-3.9237, -5.3141, -2.7285], [-3.4715, -3.6336, -4.8521], [-3.5704, -1.2775, -3.8129], [3.4651, -5.0323, -1.6560], [2.2492, -4.4879, -1.4715], [1.4993, -4.7962, -0.3550], [1.9918, -5.6481, 0.5558], [0.2586, -4.2203, -0.1649], [-0.4252, -4.5331, 0.9501], [-0.2967, -3.2816, -1.0506], [-1.4297, -2.6929, -0.8092], [0.4847, -3.0398, -2.1966], [0.0102, -2.1892, -3.1254], [1.7236, -3.6043, -2.3971], [2.4407, -3.2901, -3.4859]],
  "charge": 0,
  "spin_multiplicity": 1,
  "homo_energy_ev": -6.4,
  "lumo_energy_ev": 0.2
}


Results for ΔE to the lowest compared entry with this formula, charge and spin: 96.6; 89.2 (in kJ/mol, following the order of the records).
Results for calculated total energy: -6823.80780; -4906.58327 (in hartree, following the order of the records).